C13H30AlIO3P2 as an isolated structure, computed with ωB97M-V with the def2-TZVPD basis set.

The geometry in XYZ format:
```
50
Properties=species:S:1:pos:R:3:mulliken_charge:R:1
C 3.76 -1.60 -6.81 -0.9047
C 3.71 -1.54 -5.31 0.4754
H 4.74 -1.97 -7.13 0.3040
H 3.56 -0.61 -7.22 0.3277
H 2.96 -2.27 -7.16 0.3270
O 4.57 -1.82 -4.54 -0.3579
I 1.73 -0.79 -4.59 -0.1334
Al 0.04 -0.02 -0.05 0.4058
P -0.81 -2.17 -0.11 0.8773
C -0.48 -3.26 1.33 -1.1470
C -2.63 -2.24 -0.28 -1.1771
H -2.99 -3.27 -0.38 0.4558
H -0.72 -4.14 -1.57 0.4330
H -2.91 -1.65 -1.15 0.4179
H -0.44 -2.60 -2.45 0.3414
H -0.88 -2.80 2.23 0.2565
H -3.09 -1.78 0.61 0.2344
C -0.23 -3.16 -1.53 -1.1279
H -0.93 -4.25 1.19 0.4671
H 0.86 -3.30 -1.46 0.4006
H 0.60 -3.37 1.46 0.3878
P 0.77 2.17 -0.26 0.8769
C 1.76 2.88 1.12 -1.1488
C 1.82 2.47 -1.73 -1.1276
H -1.20 3.06 -1.31 0.4180
H -0.20 4.39 -0.64 0.4569
H -1.21 3.38 0.43 0.2342
C -0.59 3.38 -0.46 -1.1771
H 1.27 2.12 -2.61 0.3423
H 2.06 3.53 -1.83 0.4324
H 2.04 3.91 0.91 0.4671
H 2.66 2.27 1.26 0.3872
H 2.74 1.89 -1.64 0.4002
H 1.17 2.84 2.04 0.2592
C 0.81 -0.24 1.58 0.6210
O 1.30 -0.39 2.64 -0.3681
C -2.84 -0.20 2.94 -1.4525
C -1.58 0.67 2.88 1.3431
C -2.01 2.15 2.85 -1.4628
C -0.75 0.43 4.16 -1.6099
O -0.91 0.39 1.66 -0.4452
H -3.43 0.03 3.86 0.4560
H -2.57 -1.27 2.96 0.2790
H -3.49 0.00 2.06 0.3169
H -2.58 2.42 3.76 0.4567
H -1.11 2.81 2.80 0.2826
H -2.65 2.35 1.97 0.3216
H -0.47 -0.64 4.25 0.3795
H 0.15 1.08 4.18 0.3746
H -1.36 0.68 5.06 0.4228
```

Output
charge	+2
LUMO	-8.15	eV
relative energy (zero: lowest compared OMol25 entry of this formula, charge and spin)	36.8	kcal per mole
spin multiplicity	1
strongest force on any atom	7.0	eV Å⁻¹
orbital gap	6.50	eV